Record 1
Here is C44H30BrClF4HfO2P2 as an isolated structure from OMol25. Energies are from ωB97M-V/def2-TZVPD.

Last column: Mulliken charge in e.
Positions of all 85 atoms, in Å:
Hf1 0.00242 0.10763 0.55239  0.12
F1 -4.20945 1.64936 6.91670  -0.25
C1 -3.75195 1.04086 5.84471  0.52
C2 -4.60203 0.28855 5.05071  0.27
F2 -5.87493 0.16685 5.37179  -0.25
C3 -4.10459 -0.34501 3.92273  0.10
F3 -4.95477 -1.08754 3.21775  -0.39
C4 -2.77139 -0.23501 3.54544  0.45
P1 -2.11392 -1.05930 2.06051  0.38
C5 -3.45711 -1.04525 0.85238  0.83
C6 -3.73175 -2.15759 0.06399  -0.74
C7 -4.67580 -2.06272 -0.95015  -0.84
C8 -5.33405 -0.86447 -1.18242  -0.56
C9 -5.05009 0.24942 -0.40143  -0.92
C10 -4.10862 0.16325 0.61034  -0.52
C11 -1.74392 -2.74783 2.55824  0.62
C12 -2.75192 -3.65005 2.90113  -0.24
C13 -2.41263 -4.91931 3.33976  -0.83
C14 -1.07699 -5.28650 3.45071  -0.61
C15 -0.07249 -4.38714 3.12663  -0.84
C16 -0.40454 -3.11815 2.68047  -0.10
C17 -1.93347 0.50142 4.38414  -0.06
Br1 -0.07396 0.59668 4.04346  0.02
C18 -2.40869 1.13771 5.51130  0.31
F4 -1.60017 1.83745 6.29186  -0.30
H1 -3.22113 -3.09550 0.24168  0.50
H2 -4.90574 -2.93185 -1.55176  0.51
H3 -6.07334 -0.79760 -1.96857  0.45
H4 -5.56824 1.18222 -0.57723  0.48
H5 -3.89733 1.03334 1.22489  0.47
H6 -3.79287 -3.36206 2.82595  0.48
H7 -3.19173 -5.62182 3.60148  0.46
H8 -0.81930 -6.27734 3.79871  0.42
H9 0.96589 -4.67249 3.22446  0.47
H10 0.38634 -2.41315 2.43761  0.11
O1 0.11241 -1.92017 -0.35005  -0.54
C19 -0.50926 -1.38942 -1.31907  1.52
O2 -1.25648 -0.36773 -1.04527  -0.40
C20 -0.09297 -1.62463 -2.71737  0.73
C21 -0.66229 -2.49763 -3.62500  -0.56
C22 -0.12394 -2.57017 -4.90148  -0.66
C23 0.96140 -1.77739 -5.25597  -0.87
C24 1.52500 -0.90235 -4.33842  -0.51
C25 1.00352 -0.82036 -3.05346  -0.66
P2 1.68505 0.32207 -1.79900  1.64
C26 1.74665 1.92483 -2.62918  0.84
C27 2.87905 2.41204 -3.27939  -0.33
C28 2.81215 3.61622 -3.96613  -0.84
C29 1.61955 4.32283 -4.02273  -0.66
C30 0.48340 3.82789 -3.39570  -0.79
C31 0.54651 2.63463 -2.69625  -0.65
C32 3.35576 -0.28108 -1.45502  0.53
C33 3.59197 -1.65550 -1.46953  -1.07
C34 4.83095 -2.14723 -1.08942  -0.76
C35 5.83838 -1.27658 -0.69596  -0.78
C36 5.60549 0.09199 -0.68005  -1.01
C37 4.36602 0.59259 -1.05155  -0.39
H11 -1.50870 -3.11010 -3.34567  0.59
H12 -0.55592 -3.24603 -5.62618  0.45
H13 1.36957 -1.83978 -6.25513  0.48
H14 2.36507 -0.28103 -4.62331  0.51
H15 3.80770 1.85675 -3.25680  0.52
H16 3.69196 3.99653 -4.46680  0.49
H17 1.57265 5.25708 -4.56554  0.44
H18 -0.45018 4.37063 -3.45796  0.49
H19 -0.34298 2.23745 -2.21669  0.54
H20 2.81573 -2.34145 -1.78725  0.41
H21 5.01404 -3.21281 -1.11305  0.46
H22 6.80706 -1.66322 -0.41076  0.44
H23 6.39391 0.77325 -0.38889  0.51
H24 4.19090 1.65984 -1.03640  0.87
Cl1 2.28123 0.64075 1.77838  -0.20
C38 2.34483 2.33117 1.17692  1.63
C39 3.60405 2.90255 1.17364  -1.14
C40 3.73424 4.18003 0.66198  -0.45
C41 2.61311 4.83203 0.16089  -0.88
C42 1.37070 4.22578 0.20066  -0.56
C43 1.17883 2.94683 0.73509  0.12
C44 -0.18442 2.31075 0.76610  -1.48
H25 4.45667 2.35860 1.55600  0.57
H26 4.70266 4.65978 0.65557  0.46
H27 2.70692 5.82782 -0.24969  0.47
H28 0.50474 4.75737 -0.17216  0.46
H29 -0.87447 2.86877 0.13211  0.74
H30 -0.59394 2.36871 1.79062  0.74

Summary:
net charge: +2
energy relative to the best compared isomer or geometry (same formula, charge and spin): 6.7 kcal/mol
LUMO energy: -6.52 eV



Record 2
Here is a 10-piece molecular cluster, C38H105N9O11 overall in a non-equilibrium geometry from OMol25. Energies are from ωB97M-V/def2-TZVPD.

Last column: Mulliken charge in e.
Positions of all 163 atoms, in Å:
C1 -15.40544 0.46957 6.49987  -0.77
O1 -15.48696 0.04824 7.84015  -0.39
C2 -15.03923 1.08113 8.77389  -0.84
C3 -14.99382 0.48975 10.24816  0.66
C4 -13.91056 -0.45184 10.41352  -1.65
N1 -16.24196 -0.17340 10.39938  -0.77
H1 -14.53184 1.03018 6.16724  0.31
H2 -16.33402 1.00480 6.30144  0.28
H3 -15.33014 -0.45343 5.92499  0.25
H4 -14.12423 1.55633 8.42026  0.53
H5 -15.87837 1.77157 8.85894  0.34
H6 -14.81122 1.32028 10.93005  0.26
H7 -13.92301 -0.85652 11.42553  0.39
H8 -12.94105 0.02923 10.28418  0.37
H9 -14.00166 -1.29732 9.73164  0.40
H10 -16.58787 -0.17736 9.45047  0.33
H11 -16.10743 -1.15103 10.61442  0.30
C5 -27.47640 11.77458 -6.38977  -0.83
O2 -27.34915 11.19943 -7.65052  -0.37
C6 -27.17230 9.82543 -7.59727  -0.77
C7 -27.08523 9.30899 -9.08410  0.49
C8 -25.67286 9.43297 -9.69484  -1.37
N2 -28.15967 9.93455 -9.93354  -0.81
H12 -28.42100 11.43341 -5.96618  0.33
H13 -27.60658 12.85675 -6.38120  0.27
H14 -26.71841 11.48949 -5.66021  0.30
H15 -26.24656 9.50471 -7.11951  0.37
H16 -27.94432 9.31421 -7.02217  0.44
H17 -27.25246 8.24930 -8.89124  0.30
H18 -25.66769 9.09157 -10.72998  0.36
H19 -25.00612 8.75863 -9.15741  0.35
H20 -25.35820 10.47606 -9.66242  0.27
H21 -29.04982 9.51442 -9.70718  0.28
H22 -28.21406 10.80865 -9.43044  0.35
C9 -12.82660 3.42778 -1.64378  -0.84
O3 -13.41179 2.15688 -1.94830  -0.20
C10 -13.71532 1.30868 -0.84446  -0.86
C11 -13.29770 -0.17823 -1.23357  0.38
C12 -11.85049 -0.36463 -1.46811  -1.36
N3 -13.80094 -0.53236 -2.49465  -0.76
H23 -12.60841 4.03258 -2.52395  0.24
H24 -11.89431 3.35453 -1.08380  0.33
H25 -13.48436 4.02492 -1.01221  0.32
H26 -13.31989 1.38629 0.16831  0.38
H27 -14.79755 1.33185 -0.71663  0.41
H28 -13.84923 -0.81379 -0.54075  0.40
H29 -11.49126 -0.25907 -0.44444  0.34
H30 -11.40901 0.40497 -2.10130  0.29
H31 -11.57769 -1.36728 -1.79734  0.40
H32 -13.35575 -0.02447 -3.24561  0.30
H33 -14.74964 -0.19194 -2.55955  0.23
C13 -22.41382 -2.26816 3.81903  -0.68
O4 -22.29142 -3.04091 5.02050  -0.33
C14 -23.26023 -2.78911 5.95885  -0.90
C15 -22.65511 -3.02113 7.35932  0.60
C16 -23.79966 -2.83992 8.34779  -1.39
N4 -21.70392 -2.00719 7.67360  -0.69
H34 -21.46426 -2.29666 3.28459  0.24
H35 -22.63339 -1.23421 4.08520  0.32
H36 -23.22872 -2.65881 3.20957  0.29
H37 -23.59483 -1.75309 5.90592  0.40
H38 -24.01142 -3.49028 5.59531  0.39
H39 -22.27947 -4.04365 7.39720  0.23
H40 -24.21582 -1.86451 8.59979  0.36
H41 -23.50175 -3.19547 9.33416  0.37
H42 -24.60076 -3.53128 8.08631  0.35
H43 -21.06394 -2.12220 8.44644  0.23
H44 -21.15402 -1.94925 6.82841  0.21
C17 -24.11336 0.46251 -2.81277  -0.75
O5 -23.53332 -0.51752 -3.68428  -0.32
C18 -22.10878 -0.46360 -3.60141  -0.80
C19 -21.60442 -1.66662 -4.32613  0.53
C20 -22.02335 -3.03616 -3.72144  -1.34
N5 -20.15225 -1.63859 -4.35671  -0.71
H45 -23.75461 0.30081 -1.79628  0.31
H46 -25.20110 0.43404 -2.74874  0.30
H47 -23.80416 1.49692 -2.96274  0.28
H48 -21.85772 0.40387 -4.21179  0.34
H49 -21.75327 -0.28334 -2.58691  0.37
H50 -21.93384 -1.61967 -5.36410  0.28
H51 -21.51736 -3.89789 -4.15676  0.34
H52 -23.06036 -3.32178 -3.54496  0.32
H53 -21.68633 -2.89184 -2.69494  0.34
H54 -19.67201 -1.97618 -3.53481  0.28
H55 -19.88472 -2.30502 -5.06692  0.26
C21 -15.81167 2.93771 -7.04427  -0.71
O6 -15.80186 2.37768 -8.37906  -0.35
C22 -14.49112 1.92794 -8.78296  -0.77
C23 -14.28716 1.47352 -10.16600  0.45
C24 -14.94084 0.04192 -10.21664  -1.30
N6 -12.86148 1.23025 -10.47851  -0.73
H56 -15.27511 3.87504 -6.89727  0.31
H57 -15.42457 2.21586 -6.32510  0.28
H58 -16.85973 3.16771 -6.85246  0.25
H59 -13.79508 2.70391 -8.46436  0.37
H60 -14.04310 1.18624 -8.12170  0.37
H61 -14.80423 2.08787 -10.90311  0.32
H62 -14.43483 -0.58699 -9.48417  0.33
H63 -14.99219 -0.40807 -11.20809  0.34
H64 -15.98045 0.06287 -9.88970  0.32
H65 -12.81600 1.21304 -11.48734  0.28
H66 -12.39195 2.09793 -10.26219  0.25
C25 -25.79218 3.75839 4.06255  -0.84
O7 -25.92388 4.34669 5.31139  -0.35
C26 -25.91397 5.75093 5.22624  -0.71
C27 -25.91777 6.39493 6.58844  0.35
C28 -24.50728 6.35886 7.24484  -1.37
N7 -26.83108 5.64636 7.40270  -0.84
H67 -26.01063 2.69405 4.14952  0.28
H68 -24.74066 3.76814 3.77563  0.30
H69 -26.40314 4.06395 3.21316  0.33
H70 -25.02114 6.12525 4.72539  0.37
H71 -26.67900 6.09695 4.53118  0.43
H72 -26.07602 7.46569 6.45984  0.33
H73 -24.18972 5.32316 7.36556  0.28
H74 -24.55139 6.93687 8.16790  0.34
H75 -23.73653 6.92023 6.71671  0.37
H76 -27.65075 5.78568 6.82925  0.32
H77 -26.54643 4.70879 7.15768  0.41
C29 -18.28204 11.99420 -2.43258  -0.73
O8 -19.54378 12.30864 -3.03912  -0.31
C30 -19.55827 12.75040 -4.40226  -0.67
C31 -21.04305 13.17718 -4.74129  0.49
C32 -21.44234 13.73802 -6.09238  -1.60
N8 -21.49964 14.08075 -3.74452  -0.78
H78 -18.53894 11.73777 -1.40480  0.23
H79 -17.58643 12.83334 -2.44280  0.31
H80 -17.86159 11.11237 -2.91600  0.28
H81 -18.86653 13.58584 -4.51005  0.34
H82 -19.18440 12.00782 -5.10716  0.39
H83 -21.70387 12.31043 -4.72925  0.24
H84 -22.34737 14.34296 -6.03693  0.39
H85 -21.61926 12.98138 -6.85678  0.39
H86 -20.72453 14.31946 -6.67099  0.36
H87 -20.80432 14.77801 -3.96914  0.28
H88 -21.05859 13.69018 -2.92413  0.37
C33 -20.14696 3.99321 0.83097  -0.82
O9 -21.00572 4.58048 -0.15215  -0.22
C34 -21.04919 5.98321 0.12811  -0.70
C35 -22.03907 6.68003 -0.83509  0.28
C36 -21.67456 6.40191 -2.33002  -1.29
N9 -22.10698 8.10542 -0.51855  -0.67
H89 -19.15324 4.43485 0.75637  0.34
H90 -19.90181 3.00112 0.45188  0.27
H91 -20.55007 3.91875 1.84095  0.28
H92 -21.36061 6.16344 1.15700  0.39
H93 -20.05134 6.35027 -0.11203  0.33
H94 -23.05623 6.32930 -0.66048  0.25
H95 -22.09434 7.00800 -3.13284  0.40
H96 -21.90848 5.35118 -2.50132  0.29
H97 -20.63285 6.53469 -2.62209  0.30
H98 -22.70068 8.45627 -1.25645  0.28
H99 -21.14017 8.37774 -0.62450  0.28
O10 -18.81212 9.44432 6.62995  -0.49
C37 -18.80270 9.23492 5.28573  -0.28
C38 -17.71065 8.22526 4.74279  -0.48
O11 -17.89880 6.82125 5.07847  -0.49
H100 -18.55795 8.63187 7.07373  0.28
H101 -19.80466 8.86272 5.07206  0.24
H102 -18.77807 10.21681 4.81311  0.32
H103 -16.74670 8.42440 5.21102  0.31
H104 -17.65815 8.31589 3.65783  0.32
H105 -18.05542 6.82441 6.02560  0.28

Summary:
SMILES: COC[C@H](C)N.COC[C@H](C)N.COC[C@H](C)N.COC[C@H](C)N.COC[C@H](C)N.COC[C@H](C)N.COC[C@H](C)N.COC[C@H](C)N.COC[C@H](C)N.OCCO
net charge: 0
energy relative to the best compared isomer or geometry (same formula, charge and spin): 171.2 kcal/mol
LUMO energy: 0.07 eV



Record 3
Here is a single C4H4N2O2 molecule in a non-equilibrium geometry from OMol25. Energies are from ωB97M-V/def2-TZVPD.

Last column: Mulliken charge in e.
Positions of all 12 atoms, in Å:
C1 0.54498 2.25997 0.84611  -0.74
C2 0.49471 1.43785 -0.33941  0.00
N1 0.30349 -0.05531 -0.05970  0.86
N2 0.25341 -0.84244 0.85467  -0.81
C3 -0.42778 -2.00385 0.56641  -0.41
C4 -0.75809 -1.93555 -0.94800  0.50
O1 -1.55685 -2.39819 -1.79341  -0.58
O2 -0.09758 -0.68547 -1.12524  -0.30
H1 0.64771 1.93096 1.74123  0.43
H2 0.52935 3.35299 0.41516  0.19
H3 0.53212 1.62985 -1.42981  0.36
H4 -0.46547 -2.69080 1.27199  0.49

Summary:
SMILES: C=Cn1ncc(=O)o1
net charge: 0
energy relative to the best compared isomer or geometry (same formula, charge and spin): 154.1 kcal/mol
LUMO energy: -0.23 eV



Record 4
Here is a single C17H27NO5 molecule from OMol25. Energies are from ωB97M-V/def2-TZVPD.

Last column: Mulliken charge in e.
Positions of all 50 atoms, in Å:
O1 -1.71285 -0.58104 -2.60358  -0.69
C1 -1.15532 -0.94323 -1.58118  -0.13
C2 0.25927 -0.52218 -1.29069  0.47
C3 1.27130 -1.36639 -1.11619  -0.52
C4 2.68984 -0.91128 -0.93073  0.21
C5 3.14923 -1.20017 0.48775  -0.20
C6 3.59376 -2.58294 0.85421  -0.69
C7 4.59810 -1.47492 0.75383  -0.63
C8 2.80742 0.57795 -1.28029  -1.35
C9 1.57967 1.36149 -0.81242  -0.04
O2 1.56519 1.37353 0.58738  -0.30
C10 0.38912 1.86937 1.21786  0.40
C11 0.04538 3.33345 0.91417  -1.06
C12 -0.92930 3.54264 -0.25011  -0.21
C13 -2.32336 2.95461 -0.00830  -0.83
O3 -2.39051 1.55438 -0.15151  -0.38
O4 0.38680 0.84169 -1.34546  -0.22
N1 -1.74358 -1.75649 -0.67828  0.09
C14 -1.30434 -1.98489 0.68023  -0.25
C15 -2.31375 -1.34342 1.64594  -0.42
O5 -3.61240 -1.84323 1.43181  -0.47
C16 -4.03827 -1.55272 0.11774  -0.39
C17 -3.10559 -2.20361 -0.90742  -0.78
H1 1.08225 -2.42737 -1.09204  0.45
H2 3.32947 -1.48092 -1.61531  0.63
H3 2.60931 -0.63154 1.23267  0.48
H4 3.34260 -2.96549 1.83169  0.27
H5 3.59654 -3.33815 0.08245  0.25
H6 5.03639 -1.09222 1.66254  0.28
H7 5.27804 -1.48248 -0.08495  0.23
H8 2.87589 0.69945 -2.36253  0.38
H9 3.69222 1.00884 -0.81395  0.48
H10 1.62550 2.39217 -1.20481  0.23
H11 0.62019 1.75583 2.27978  0.40
H12 -0.46606 1.23084 0.97579  -0.38
H13 -0.40096 3.76442 1.81290  0.49
H14 0.97356 3.87505 0.71637  0.34
H15 -1.04203 4.61767 -0.40859  0.44
H16 -0.53213 3.10759 -1.16840  0.14
H17 -3.03332 3.42833 -0.70205  0.33
H18 -2.65333 3.16074 1.01376  0.42
H19 -2.07111 1.32121 -1.03453  0.21
H20 -0.31537 -1.55743 0.83727  0.15
H21 -1.26664 -3.06561 0.85913  0.30
H22 -2.05651 -1.58019 2.67957  0.43
H23 -2.30805 -0.25381 1.49884  0.09
H24 -5.05058 -1.94847 0.02631  0.41
H25 -4.04629 -0.46472 -0.03836  0.19
H26 -3.38873 -1.92361 -1.92225  0.46
H27 -3.13666 -3.29269 -0.79604  0.33

Summary:
SMILES: O=C(C1=C[C@H](C2CC2)C[C@H](OCCCCO)O1)N1CCOCC1
net charge: 0
energy relative to the best compared isomer or geometry (same formula, charge and spin): 86.2 kcal/mol
LUMO energy: 0.84 eV



Record 5
Here is a 3-piece molecular cluster, C16H31F3O9 overall in a non-equilibrium geometry from OMol25. Energies are from ωB97M-V/def2-TZVPD.

Last column: Mulliken charge in e.
Positions of all 59 atoms, in Å:
O1 0.01342 -9.95473 -3.80039  -0.50
C1 0.58124 -8.76520 -3.58761  0.56
O2 -0.36159 -7.63928 -3.67491  -0.28
C2 0.14696 -6.74100 -2.58601  -0.20
C3 1.72805 -7.14499 -2.42557  0.02
C4 2.57440 -5.77816 -2.75382  0.65
F1 2.48857 -5.41442 -4.19822  -0.24
F2 4.02590 -5.85672 -2.36194  -0.25
F3 2.00435 -4.68094 -1.88710  -0.23
O3 1.95002 -8.36164 -3.22953  -0.28
H1 -0.10182 -5.67499 -3.06045  0.22
H2 -0.40926 -6.90623 -1.54737  0.25
H3 2.11873 -7.42172 -1.33749  0.28
C5 0.94537 0.11445 -4.30506  -0.78
O4 -0.29385 0.33825 -3.65231  -0.26
C6 -1.35189 -0.46516 -4.16923  -0.55
C7 -2.24512 -0.99327 -3.04177  -0.26
O5 -1.64216 -2.00987 -2.22944  -0.47
C8 -0.56818 -1.59299 -1.37408  -0.21
C9 -0.99031 -0.66037 -0.23343  -0.59
O6 -1.26987 0.64877 -0.73717  -0.23
C10 -2.35198 1.28106 -0.07542  -0.85
H4 0.94246 0.58635 -5.28760  0.32
H5 1.73573 0.56178 -3.69384  0.23
H6 1.15667 -0.95654 -4.39266  0.33
H7 -0.95925 -1.31514 -4.74116  0.34
H8 -1.94570 0.17004 -4.83410  0.39
H9 -3.11470 -1.47084 -3.50529  0.42
H10 -2.64163 -0.18572 -2.42468  0.06
H11 0.25254 -1.17932 -1.95613  0.12
H12 -0.18465 -2.51778 -0.92300  0.36
H13 -0.16898 -0.56511 0.48273  0.34
H14 -1.85906 -1.08450 0.27919  0.39
H15 -3.20761 0.60689 0.02728  0.41
H16 -2.66676 2.13271 -0.68368  0.23
H17 -2.03277 1.64117 0.90635  0.25
C11 0.89458 7.10871 3.97541  -0.82
O7 0.67548 5.80712 4.49475  -0.28
C12 -0.68238 5.57101 4.85885  -0.54
C13 -1.12407 4.15990 4.45684  -0.29
O8 -1.29126 3.96644 3.04562  -0.46
C14 -0.09553 3.97056 2.25246  -0.43
C15 0.83550 2.77876 2.50116  -0.38
O9 1.51064 2.92615 3.75344  -0.29
C16 1.69047 1.69794 4.43742  -0.81
H18 0.88662 7.84101 4.78272  0.32
H19 1.87594 7.11906 3.49045  0.23
H20 0.14511 7.36196 3.21813  0.38
H21 -1.35072 6.30203 4.38698  0.34
H22 -0.74880 5.67502 5.94647  0.39
H23 -2.11384 3.98686 4.89215  0.42
H24 -0.47340 3.39367 4.88073  0.08
H25 0.42609 4.92095 2.34276  0.14
H26 -0.44090 3.91140 1.21178  0.46
H27 1.60105 2.74488 1.72056  0.44
H28 0.25496 1.85181 2.46758  0.20
H29 0.76964 1.10707 4.44831  0.36
H30 1.95565 1.92539 5.47295  0.24
H31 2.50186 1.12743 3.97739  0.32

Summary:
SMILES: O=C1OC[C@H](C(F)(F)F)O1.COCCOCCOC.COCCOCCOC
net charge: 0
LUMO energy: 0.25 eV



Question: Number 5 is which compound?
Answer: C16H31F3O9



Question: Among the records above, which one has the lowest LUMO energy?
Answer: C44H30BrClF4HfO2P2